Entry from the OMol25 dataset: 6 unconnected molecules or ions with the total composition C27H36N6O9 (ωB97M-V/def2-TZVPD).

Total charge = 0
HOMO-LUMO gap = 8.38 eV
SMILES string = O=[N+]([O-])c1ccccc1.O=[N+]([O-])c1ccccc1.O=[N+]([O-])c1ccccc1.CN(C)C=O.CN(C)C=O.CN(C)C=O
Highest occupied orbital energy = -9.18 eV
Energy above the lowest of the compared OMol25 structures with the same formula, charge and spin = 0.0 kJ/mol
Strongest force on any atom = 1.38 eV/Å

Last columns: bonded neighbours and bond lengths (Å).
Atoms and positions in Å:
1 C 4.2693 29.1380 19.6571  O2 1.214, N3 1.351, H6 1.103
2 O 3.1213 29.1647 20.0498  C1 1.214
3 N 4.7911 29.9159 18.6840  C1 1.351, C4 1.450, C5 1.435
4 C 6.1001 29.6047 18.1442  N3 1.450, H7 1.086, H8 1.098, H9 1.090
5 C 3.9692 30.8293 17.9424  N3 1.435, H10 1.086, H11 1.094, H12 1.096
6 H 5.0179 28.4545 20.0930  C1 1.103
7 H 6.5688 30.4916 17.7290  C4 1.086
8 H 6.0429 28.8246 17.3735  C4 1.098
9 H 6.7407 29.1945 18.9254  C4 1.090
10 H 2.9577 30.8873 18.3328  C5 1.086
11 H 4.3692 31.8468 17.9798  C5 1.094
12 H 3.9262 30.5314 16.8886  C5 1.096
13 C 0.6364 22.4307 20.6918  O14 1.211, N15 1.352, H18 1.105
14 O 0.9353 21.3447 20.2462  C13 1.211
15 N 0.0901 22.6486 21.9095  C13 1.352, C16 1.448, C17 1.457
16 C -0.1409 21.5335 22.8033  N15 1.448, H19 1.092, H20 1.084, H21 1.094
17 C 0.2082 23.9752 22.5004  N15 1.457, H22 1.088, H23 1.089, H24 1.093
18 H 0.7259 23.3558 20.0949  C13 1.105
19 H -0.4080 20.6505 22.2194  C16 1.092
20 H -0.9349 21.8062 23.4886  C16 1.084
21 H 0.7686 21.1833 23.3012  C16 1.094
22 H -0.3786 24.0858 23.4102  C17 1.088
23 H 1.2430 24.2085 22.7465  C17 1.089
24 H -0.2034 24.7166 21.8103  C17 1.093
25 C 0.1496 30.2482 14.3763  O26 1.206, N27 1.356, H30 1.106
26 O -0.1717 31.0736 13.5572  C25 1.206
27 N 0.1533 30.4217 15.7215  C25 1.356, C28 1.462, C29 1.431
28 C 0.4071 29.3089 16.6357  N27 1.462, H31 1.092, H32 1.089, H33 1.090
29 C -0.2480 31.6529 16.3312  N27 1.431, H34 1.096, H35 1.098, H36 1.088
30 H 0.5028 29.2382 14.0957  C25 1.106
31 H 1.3965 29.4143 17.0867  C28 1.092
32 H 0.3451 28.3347 16.1529  C28 1.089
33 H -0.3669 29.3268 17.4033  C28 1.090
34 H -1.2098 31.6016 16.8550  C29 1.096
35 H 0.4834 31.9896 17.0778  C29 1.098
36 H -0.3296 32.4599 15.6056  C29 1.088
37 C 3.1765 25.2609 16.8460  C38 1.391, C42 1.394, H46 1.082
38 C 3.4451 24.0037 17.3761  C37 1.391, C39 1.390, H47 1.084
39 C 3.5521 23.8296 18.7512  C38 1.390, C40 1.383, H48 1.081
40 C 3.2682 24.9116 19.5643  C39 1.383, C41 1.388, N43 1.462
41 C 2.8568 26.1419 19.0714  C40 1.388, C42 1.380, H49 1.082
42 C 2.7756 26.2863 17.7011  C37 1.394, C41 1.380, H50 1.085
43 N 3.4471 24.7730 21.0082  C40 1.462, O44 1.215, O45 1.213
44 O 2.9157 25.5914 21.7322  N43 1.215
45 O 4.1054 23.8284 21.3906  N43 1.213
46 H 3.2116 25.4128 15.7757  C37 1.082
47 H 3.8021 23.2323 16.7039  C38 1.084
48 H 3.7047 22.8364 19.1503  C39 1.081
49 H 2.5905 26.8876 19.8094  C41 1.082
50 H 2.3773 27.2019 17.2768  C42 1.085
51 C 6.6901 21.7004 24.4420  C52 1.398, C56 1.386, H60 1.083
52 C 6.5290 21.0753 25.6817  C51 1.398, C53 1.378, H61 1.081
53 C 5.3681 20.3819 25.9487  C52 1.378, C54 1.382, H62 1.083
54 C 4.3902 20.3215 24.9744  C53 1.382, C55 1.380, N57 1.458
55 C 4.5212 20.9713 23.7635  C54 1.380, C56 1.382, H63 1.082
56 C 5.6867 21.6602 23.4873  C51 1.386, C55 1.382, H64 1.081
57 N 3.1831 19.5448 25.2306  C54 1.458, O58 1.212, O59 1.216
58 O 3.2158 18.7481 26.1439  N57 1.212
59 O 2.2204 19.7561 24.5180  N57 1.216
60 H 7.6341 22.1916 24.2385  C51 1.083
61 H 7.3745 21.0556 26.3556  C52 1.081
62 H 5.2002 19.8696 26.8876  C53 1.083
63 H 3.7349 20.8637 23.0275  C55 1.082
64 H 5.7373 22.2173 22.5626  C56 1.081
65 C 1.1068 21.4591 16.6240  C66 1.389, C70 1.389, H74 1.082
66 C 0.4900 22.6633 16.3110  C65 1.389, C67 1.379, H75 1.081
67 C -0.8421 22.8598 16.6089  C66 1.379, C68 1.384, H76 1.082
68 C -1.5747 21.8531 17.2124  C67 1.384, C69 1.374, N71 1.457
69 C -0.9748 20.6634 17.5485  C68 1.374, C70 1.385, H77 1.081
70 C 0.3789 20.4941 17.3092  C65 1.389, C69 1.385, H78 1.080
71 N -2.9677 22.0843 17.5724  C68 1.457, O72 1.220, O73 1.212
72 O -3.4094 23.2058 17.3841  N71 1.220
73 O -3.5852 21.1521 18.0403  N71 1.212
74 H 2.1457 21.2233 16.4327  C65 1.082
75 H 1.0496 23.4396 15.8087  C66 1.081
76 H -1.2948 23.7873 16.2841  C67 1.082
77 H -1.4993 19.8700 18.0623  C69 1.081
78 H 0.8266 19.5569 17.6062  C70 1.080